52
Properties=species:S:1:pos:R:3 method="wB97M-V/def2-TZVPD" homo_lumo_gap_ev=8.4017 energy_ev=-53865.4923 homo_energy_ev=-7.927 relative_energy_kj_mol=198.5 smiles="CCOc1ccccc1N1CCN(C(=S)Nc2ccc(S(N)(=O)=O)cc2)CC1"
C 5.442 0.508 -2.829
C 5.082 0.642 -1.353
O 3.973 -0.153 -0.985
C 2.725 0.156 -1.464
C 2.379 1.389 -1.997
C 1.094 1.629 -2.456
C 0.143 0.633 -2.387
C 0.472 -0.597 -1.843
C 1.751 -0.862 -1.368
N 2.143 -2.106 -0.836
C 2.550 -2.096 0.550
H 2.976 -3.075 0.782
C 1.331 -1.797 1.453
N 0.147 -2.405 0.874
C -1.061 -1.802 0.871
S -2.327 -2.349 -0.041
N -1.189 -0.739 1.736
C -2.169 0.246 1.719
C -2.742 0.694 0.528
C -3.685 1.702 0.558
C -4.046 2.268 1.765
C -3.470 1.856 2.950
C -2.527 0.847 2.928
H -2.065 0.516 3.848
H -3.762 2.339 3.868
S -5.293 3.532 1.802
O -5.347 4.197 0.532
O -5.156 4.312 2.998
N -6.686 2.597 1.968
H -7.214 2.857 2.785
H -7.255 2.622 1.138
H -4.137 2.073 -0.347
H -2.443 0.255 -0.409
H -0.667 -0.799 2.600
C 0.398 -3.597 0.097
H -0.558 -3.990 -0.247
C 1.330 -3.276 -1.096
H 2.008 -4.123 -1.252
H 0.764 -3.131 -2.013
H 0.866 -4.335 0.758
H 1.188 -0.714 1.493
H 1.506 -2.177 2.469
H 3.316 -1.340 0.708
H -0.295 -1.353 -1.785
H -0.859 0.807 -2.747
H 0.849 2.595 -2.870
H 3.112 2.177 -2.067
H 5.898 0.258 -0.735
H 4.918 1.694 -1.085
H 6.340 1.081 -3.041
H 4.632 0.871 -3.458
H 5.621 -0.537 -3.069



101
Properties=species:S:1:pos:R:3 method="wB97M-V/def2-TZVPD" homo_lumo_gap_ev=7.6596 energy_ev=-75881.0938 homo_energy_ev=-5.459 relative_energy_kj_mol=35.7 total_charge=-1
O 0.822 -0.543 0.364
H 0.524 0.228 0.801
C 4.061 -1.008 -0.195
C 4.149 0.430 -0.653
O 4.699 0.174 -1.940
C 5.420 -0.969 -2.085
O 6.129 -1.273 -2.985
O 5.119 -1.624 -0.919
F 5.202 1.027 -0.004
H 3.268 -1.668 -0.664
H 4.002 -1.147 0.948
H 3.291 1.128 -0.601
C 1.314 -1.429 -2.965
C 0.663 -0.159 -2.944
O -0.408 -0.233 -3.850
C -0.228 -1.354 -4.507
O -1.044 -1.801 -5.376
O 0.716 -2.139 -4.092
F 1.548 0.916 -3.171
H 1.015 -1.920 -2.096
H 2.323 -1.305 -2.952
H 0.169 0.105 -2.058
C 0.443 -3.069 2.689
C 1.642 -3.493 1.810
O 1.409 -4.892 1.541
C 0.444 -5.336 2.341
O -0.013 -6.393 2.261
O -0.209 -4.265 2.882
F 2.814 -3.347 2.374
H -0.184 -2.111 2.197
H 0.776 -2.459 3.538
H 1.666 -3.130 0.714
C -2.129 6.128 -5.922
O -1.593 6.108 -4.624
C -0.316 5.445 -4.580
C 0.173 5.438 -3.025
O -0.425 4.563 -2.320
C 0.158 4.245 -1.035
C -0.586 3.146 -0.357
O -1.963 3.598 -0.289
C -2.626 2.804 0.751
H -1.714 6.858 -6.489
H -3.278 6.260 -5.893
H -2.157 5.232 -6.502
H 0.346 6.008 -5.251
H -0.516 4.410 -4.881
H 0.107 6.378 -2.629
H 1.365 5.310 -3.026
H 0.259 5.232 -0.354
H 1.092 3.905 -1.313
H 0.007 3.029 0.611
H -0.828 2.080 -0.784
H -2.456 3.183 1.799
H -2.427 1.729 0.664
H -3.622 2.963 0.758
C -3.821 -8.035 1.244
O -3.768 -7.670 -0.069
C -2.789 -6.646 -0.408
C -2.966 -5.285 0.259
O -2.419 -4.385 -0.357
C -2.416 -3.077 0.166
C -2.263 -1.921 -0.744
O -3.408 -1.635 -1.520
C -3.655 -2.577 -2.478
H -4.118 -9.089 1.252
H -4.414 -7.368 2.063
H -2.943 -8.040 1.483
H -2.833 -6.511 -1.561
H -1.784 -7.009 -0.353
H -2.569 -5.377 1.296
H -4.006 -4.929 0.337
H -1.662 -2.923 1.046
H -3.538 -3.010 0.516
H -1.441 -2.037 -1.300
H -2.109 -0.920 0.018
H -3.908 -3.681 -2.170
H -2.767 -2.544 -3.250
H -4.434 -2.330 -3.114
C 3.784 5.190 2.388
O 2.925 4.167 2.037
C 3.428 2.920 2.560
C 2.514 1.753 2.480
O 1.610 1.965 3.182
C 0.625 0.904 3.290
C -0.216 0.893 4.596
O -1.181 1.957 4.398
C -1.826 2.216 5.694
H 3.714 5.421 3.483
H 3.112 6.068 2.042
H 4.927 5.095 2.221
H 3.483 3.161 3.634
H 4.298 2.795 2.089
H 3.115 0.990 2.774
H 2.301 1.615 1.476
H 1.046 -0.068 3.079
H -0.012 1.146 2.488
H 0.440 1.058 5.247
H -0.633 -0.116 4.786
H -2.551 2.924 5.449
H -1.130 2.662 6.254
H -2.186 1.299 6.313



81
Properties=species:S:1:pos:R:3 method="wB97M-V/def2-TZVPD" homo_lumo_gap_ev=7.5282 energy_ev=-131898.7712 homo_energy_ev=-8.098 smiles="C=C[C@@]1(P(O)Br)[C@@](CCF)(CCCCN)NC(=O)[C@@]1(CN)CCN.O=[N+]([O-])c1ccccc1.O=[N+]([O-])c1ccccc1"
C 3.652 1.545 5.040
C 3.925 1.160 3.764
C 3.004 0.379 2.864
P 3.487 -1.410 3.358
O 3.360 -1.336 4.987
Br 5.712 -1.492 3.160
C 1.469 0.654 3.145
C 0.825 -0.143 4.295
C -0.662 0.080 4.514
F -0.903 1.202 5.303
C 1.129 2.168 3.229
C 0.254 2.782 2.129
C -1.236 2.439 2.164
C -2.029 3.253 1.113
N -2.960 4.243 1.647
N 0.844 0.091 1.922
C 1.736 0.212 0.835
O 1.392 -0.010 -0.299
C 3.153 0.644 1.318
C 4.117 -0.289 0.535
N 4.079 -0.057 -0.908
C 3.402 2.092 0.870
C 4.775 2.700 1.164
N 4.942 3.903 0.321
H 4.203 1.149 5.889
H 2.838 2.229 5.260
H 4.911 1.353 3.345
H 2.940 -2.146 5.298
H 0.932 -1.214 4.087
H 1.331 0.027 5.244
H -1.239 0.137 3.593
H -1.051 -0.770 5.080
H 0.656 2.399 4.182
H 2.068 2.724 3.240
H 0.327 3.868 2.267
H 0.622 2.586 1.120
H -1.653 2.600 3.160
H -1.340 1.393 1.875
H -1.323 3.733 0.431
H -2.596 2.533 0.524
H -3.359 3.957 2.528
H -2.567 5.169 1.715
H 0.626 -0.899 1.991
H 5.136 -0.103 0.867
H 3.921 -1.339 0.780
H 3.587 -0.801 -1.382
H 5.020 -0.058 -1.279
H 3.274 2.118 -0.213
H 2.671 2.785 1.280
H 5.586 2.008 0.933
H 4.821 3.016 2.208
H 4.032 4.241 0.028
H 5.330 4.658 0.872
C -4.593 -0.300 -4.551
C -3.983 0.781 -3.927
C -3.886 0.825 -2.546
C -4.405 -0.228 -1.815
C -5.021 -1.313 -2.411
C -5.114 -1.343 -3.794
N -4.285 -0.198 -0.346
O -3.753 0.775 0.151
O -4.718 -1.144 0.280
H -4.660 -0.332 -5.631
H -3.579 1.591 -4.518
H -3.415 1.657 -2.045
H -5.416 -2.115 -1.807
H -5.589 -2.183 -4.281
C -1.830 -6.045 -4.669
C -1.457 -4.708 -4.679
C -1.932 -3.860 -5.668
C -2.781 -4.376 -6.630
C -3.161 -5.706 -6.643
C -2.677 -6.543 -5.651
N -3.309 -3.478 -7.675
O -2.948 -2.319 -7.658
O -4.076 -3.952 -8.487
H -1.460 -6.702 -3.893
H -0.797 -4.320 -3.916
H -1.647 -2.819 -5.683
H -3.823 -6.075 -7.412
H -2.965 -7.586 -5.643



18
Properties=species:S:1:pos:R:3 method="wB97M-V/def2-TZVPD" homo_lumo_gap_ev=10.2323 energy_ev=-21570.0596 homo_energy_ev=-9.294 relative_energy_kj_mol=53.7
C -0.371 -2.434 -1.114
C -0.995 -0.620 2.939
C -0.328 -1.135 -1.029
C -1.104 -0.308 1.620
N 0.604 1.508 -0.195
Si 0.635 1.806 -1.840
Si 0.361 -0.159 0.377
H -0.902 -3.116 -1.813
H 0.285 -3.058 -0.570
H -1.846 -0.724 3.463
H -0.017 -0.684 3.294
H -0.857 -0.621 -1.764
H -2.061 -0.203 1.127
H 0.380 2.198 0.426
H -0.719 1.466 -2.198
H 1.625 0.794 -2.560
H 1.100 3.176 -2.316
H 1.722 -0.485 0.636



57
Properties=species:S:1:pos:R:3 method="wB97M-V/def2-TZVPD" homo_lumo_gap_ev=8.0387 energy_ev=-46279.4266 homo_energy_ev=-11.403 relative_energy_kj_mol=0.0 total_charge=+1
Pt -0.160 -0.161 -0.764
N 3.775 0.871 -0.814
C 2.516 0.617 -0.523
O 1.739 0.206 -1.432
C 1.984 0.772 0.865
C 0.468 0.952 0.805
H 4.114 0.706 -1.750
H 4.419 1.197 -0.113
H 2.469 1.596 1.391
H 2.213 -0.155 1.404
H 0.183 1.989 0.616
H -0.029 0.585 1.699
O -0.954 1.516 -1.695
C -1.896 1.020 -2.664
C -1.780 1.500 -3.948
C -2.654 1.013 -4.909
C -3.616 0.074 -4.561
C -3.707 -0.386 -3.258
C -2.833 0.071 -2.278
C -2.997 -0.475 -0.878
O -4.047 -0.927 -0.518
O -1.951 -0.439 -0.041
H -1.441 2.048 -1.042
H -1.025 2.238 -4.183
H -2.583 1.372 -5.926
H -4.298 -0.301 -5.311
H -4.456 -1.108 -2.966
O -0.540 -2.117 -2.116
C -0.026 -2.706 -1.146
N 0.221 -3.984 -0.880
C 0.886 -4.132 0.428
C 1.012 -2.643 0.871
O 1.512 -2.227 1.885
N 0.400 -1.919 -0.111
C 2.223 -4.835 0.244
C 2.187 -6.131 -0.265
C 3.356 -6.840 -0.474
C 4.581 -6.264 -0.160
C 4.621 -4.984 0.362
C 3.446 -4.266 0.564
C -0.006 -4.824 1.455
C -1.387 -4.837 1.321
C -2.175 -5.416 2.307
C -1.587 -5.968 3.433
C -0.205 -5.943 3.574
C 0.585 -5.375 2.589
H 0.052 -4.736 -1.528
H 1.236 -6.612 -0.475
H 3.310 -7.846 -0.868
H 5.497 -6.819 -0.315
H 5.571 -4.535 0.625
H 3.491 -3.280 1.003
H -1.859 -4.400 0.450
H -3.251 -5.430 2.191
H -2.202 -6.419 4.201
H 0.259 -6.372 4.452
H 1.661 -5.364 2.698



66
Properties=species:S:1:pos:R:3 method="wB97M-V/def2-TZVPD" homo_lumo_gap_ev=7.1801 energy_ev=-88409.2204 homo_energy_ev=-5.108 relative_energy_kj_mol=70.9 total_charge=-1
Mg -0.769 -0.368 0.378
I -4.509 -3.724 1.616
C -4.634 -1.793 0.864
C -5.892 -1.181 0.748
C -6.034 0.086 0.254
I -7.949 0.903 0.124
C -4.888 0.816 -0.161
C -4.897 2.122 -0.699
C -3.727 2.716 -1.071
C -2.522 2.007 -0.913
N -2.483 0.798 -0.418
C -3.633 0.194 -0.033
C -3.459 -1.145 0.504
O -2.291 -1.642 0.578
H -6.768 -1.735 1.058
H -5.840 2.643 -0.808
H -3.708 3.722 -1.464
H -1.570 2.436 -1.197
O 2.587 0.850 0.675
S 1.742 0.332 -0.374
O 0.516 1.092 -0.674
N 1.160 -1.106 -0.150
C 1.957 -2.191 0.176
C 3.305 -2.172 0.425
C 3.995 -3.370 0.722
C 3.350 -4.569 0.797
C 1.951 -4.622 0.568
C 1.192 -5.812 0.662
C -0.154 -5.770 0.451
C -0.752 -4.530 0.130
N -0.080 -3.418 0.016
C 1.255 -3.443 0.242
C 2.736 0.341 -1.840
C 2.275 -0.328 -2.966
C 3.032 -0.300 -4.125
C 4.236 0.394 -4.152
C 4.686 1.056 -3.021
C 3.936 1.030 -1.852
H 3.854 -1.241 0.429
H 5.060 -3.317 0.907
H 3.880 -5.481 1.042
H 1.693 -6.739 0.918
H -0.767 -6.659 0.529
H -1.823 -4.458 -0.023
H 1.341 -0.873 -2.921
H 2.684 -0.821 -5.008
H 4.824 0.418 -5.061
H 5.622 1.598 -3.045
H 4.262 1.543 -0.959
F 2.974 3.911 0.283
C 1.679 3.958 0.626
C 1.211 3.300 1.693
N -0.113 3.329 2.055
C -0.519 2.597 3.253
C -0.194 1.091 3.114
O 0.500 0.561 3.969
O -0.674 0.569 2.062
C -1.042 4.015 1.318
O -2.226 4.079 1.584
N -0.521 4.659 0.206
C 0.792 4.710 -0.241
O 1.099 5.323 -1.243
H 1.853 2.685 2.307
H -1.594 2.744 3.350
H -0.011 3.012 4.125
H -1.196 5.171 -0.344



74
Properties=species:S:1:pos:R:3 method="wB97M-V/def2-TZVPD" homo_lumo_gap_ev=9.1661 energy_ev=-59256.2029 homo_energy_ev=-9.098 smiles="C#CC1(C#C)OS(=O)(=O)O[C@]1(I)CCCN.CC(C)O.CC(C)O.CC(C)O.CC(C)O"
C -2.216 -1.002 0.166
C -1.604 -0.168 -0.487
C -0.787 0.691 -1.513
C -1.764 1.108 -2.685
C -2.459 1.316 -3.674
O 0.135 -0.216 -2.219
S 1.742 0.139 -2.085
O 2.564 -0.967 -1.596
O 2.439 0.731 -3.229
O 1.566 1.310 -0.918
C 0.189 1.818 -0.920
I 0.293 3.318 -2.512
C 0.019 2.291 0.576
C -1.226 3.246 0.842
C -0.978 4.780 0.464
N -1.314 5.746 1.543
H -2.962 -1.714 0.664
H -3.291 1.166 -4.416
H -0.096 1.348 1.213
H 0.948 2.805 0.988
H -1.401 3.222 1.973
H -2.197 2.842 0.396
H 0.137 4.869 0.221
H -1.555 4.969 -0.504
H -1.617 5.291 2.406
H -0.473 6.312 1.680
C -0.708 8.889 -3.698
C -0.093 7.654 -3.059
C 1.101 7.154 -3.858
O -1.075 6.623 -2.975
H -1.070 8.666 -4.707
H -1.570 9.231 -3.120
H 0.017 9.705 -3.761
H 0.221 7.887 -2.038
H 0.800 6.872 -4.872
H 1.526 6.260 -3.393
H 1.880 7.917 -3.925
H -1.359 6.410 -3.873
C -0.325 -3.057 -3.589
C -0.138 -4.355 -2.819
C 0.309 -5.483 -3.736
O -1.366 -4.715 -2.187
H -1.097 -3.167 -4.357
H -0.656 -2.261 -2.921
H 0.605 -2.746 -4.071
H 0.603 -4.209 -2.029
H -0.442 -5.677 -4.510
H 0.429 -6.412 -3.172
H 1.257 -5.245 -4.223
H -2.028 -4.846 -2.878
C -0.779 -4.428 2.759
C -1.651 -3.285 3.252
C -2.488 -3.704 4.450
O -2.514 -2.857 2.196
H -1.391 -5.277 2.439
H -0.192 -4.116 1.892
H -0.094 -4.767 3.541
H -1.022 -2.433 3.523
H -3.159 -4.528 4.188
H -3.118 -2.877 4.787
H -1.854 -4.022 5.282
H -3.075 -3.604 1.948
C 2.693 -3.108 4.512
C 2.994 -4.490 5.071
C 4.492 -4.723 5.195
O 2.428 -5.482 4.217
H 3.118 -2.992 3.509
H 1.615 -2.958 4.418
H 3.100 -2.324 5.155
H 2.524 -4.600 6.052
H 4.978 -4.663 4.216
H 4.694 -5.723 5.587
H 4.953 -3.987 5.858
H 2.837 -5.395 3.346